Record 1
{
  "formula": "C7H6O",
  "method": "ωB97M-V/def2-TZVPD",
  "fmax_ev_per_a": 8.41,
  "e_homo_ev": -8.82,
  "e_above_lowest_ev": 2.679,
  "lumo_ev": -0.87,
  "homo_lumo_gap_ev": 7.944,
  "total_energy_ha": -345.426778,
  "species": ["C", "C", "C", "C", "C", "O", "C", "C", "H", "H", "H", "H", "H", "H"],
  "positions_angstrom": [[-2.61576, -0.26583, 0.18111], [-1.23338, 0.02960, 0.10772], [-0.78514, 1.36014, 0.03205], [0.55473, 1.48079, -0.18440], [1.42462, -0.01115, -0.16638], [2.66204, -0.07659, 0.32987], [0.73749, -1.21616, -0.21351], [-0.57467, -1.22220, -0.11752], [-2.95986, -1.30080, -0.07183], [-3.37873, 0.63627, 0.24300], [-1.45157, 2.31170, -0.27323], [1.12263, 2.42636, -0.21859], [1.36480, -2.17033, -0.14997], [-1.04095, -2.22168, -0.00280]]
}

---

Record 2
{
  "formula": "C7H6O2",
  "method": "ωB97M-V/def2-TZVPD",
  "fmax_ev_per_a": 15.01,
  "e_homo_ev": -9.71,
  "e_above_lowest_ev": 4.813,
  "lumo_ev": -1.07,
  "homo_lumo_gap_ev": 8.638,
  "total_energy_ha": -420.611862,
  "species": ["C", "C", "C", "C", "C", "C", "C", "H", "H", "H", "H", "H", "H", "O", "O"],
  "positions_angstrom": [[-1.76888, -1.42427, 0.03123], [-0.59461, -0.56432, -0.09832], [0.58397, -0.98534, -0.14229], [1.89957, -0.16182, 0.02743], [1.65516, 1.29474, -0.00361], [0.40590, 1.86227, -0.03599], [-0.81031, 1.03246, -0.04810], [-2.05713, -1.24097, 1.00160], [-3.05572, -1.12745, -0.43910], [-1.42140, -2.49807, -0.25511], [0.85641, -1.80563, 0.00595], [2.59837, 1.94529, 0.21835], [0.46816, 2.82966, -0.05632], [3.04985, -0.60882, -0.09746], [-1.80933, 1.45227, -0.10827]]
}

---

Record 3
{
  "formula": "C7H6O3S",
  "method": "ωB97M-V/def2-TZVPD",
  "fmax_ev_per_a": 3.78,
  "e_homo_ev": -9.96,
  "e_above_lowest_ev": 0.677,
  "lumo_ev": -0.85,
  "homo_lumo_gap_ev": 9.113,
  "total_energy_ha": -894.193242,
  "species": ["C", "C", "C", "C", "C", "C", "C", "O", "O", "O", "S", "H", "H", "H", "H", "H", "H"],
  "positions_angstrom": [[-2.23551, -0.46001, -1.40755], [-2.19894, 0.58028, -0.42674], [-1.03298, -1.14800, -1.78850], [-0.99967, 0.98977, 0.15352], [0.14171, -0.80949, -1.17022], [0.17142, 0.29994, -0.26363], [1.44015, 0.48433, 0.45516], [2.93979, 1.32598, 2.62432], [1.85917, -0.79813, 2.80902], [2.41096, -0.26158, 0.27394], [3.05224, -0.10188, 2.41947], [-3.08517, -1.05397, -1.70666], [-3.07389, 1.04601, -0.09902], [-1.03133, -1.98271, -2.37782], [-0.80634, 1.87324, 0.73604], [1.07941, -1.15013, -1.47926], [1.36900, 1.16636, 1.24794]]
}

---

Record 4
{
  "formula": "C7H6S",
  "method": "ωB97M-V/def2-TZVPD",
  "fmax_ev_per_a": 3.27,
  "e_homo_ev": -9.37,
  "e_above_lowest_ev": 4.497,
  "lumo_ev": 0.79,
  "homo_lumo_gap_ev": 10.156,
  "total_energy_ha": -668.333944,
  "species": ["C", "C", "C", "S", "C", "C", "C", "C", "H", "H", "H", "H", "H", "H"],
  "positions_angstrom": [[-1.08128, -1.64386, 1.52968], [-0.48375, -0.97272, 0.71099], [0.11529, -0.15210, -0.43200], [-0.34859, -0.81082, -2.04095], [1.60229, -0.27501, -0.26229], [2.79485, -0.27486, -0.12589], [-0.31153, 1.28761, -0.36545], [-1.32952, 1.73209, 0.33937], [-1.61333, -2.28573, 2.16709], [0.13009, -2.08426, -1.87227], [3.86656, -0.15982, 0.03747], [0.22596, 1.88661, -1.02045], [-1.77170, 1.01814, 0.99327], [-1.79534, 2.73474, 0.34143]]
}

---

Record 5
{
  "formula": "C7H75IO32P",
  "method": "ωB97M-V/def2-TZVPD",
  "fmax_ev_per_a": 2.13,
  "total_charge": -1,
  "e_homo_ev": -4.37,
  "e_above_lowest_ev": 0.000,
  "lumo_ev": 1.53,
  "homo_lumo_gap_ev": 5.899,
  "total_energy_ha": -3358.339522,
  "species": ["C", "C", "C", "C", "O", "P", "C", "C", "C", "I", "O", "H", "H", "H", "H", "H", "H", "H", "H", "H", "H", "H", "H", "H", "H", "H", "O", "H", "H", "O", "H", "H", "O", "H", "H", "O", "H", "H", "O", "H", "H", "O", "H", "H", "O", "H", "H", "O", "H", "H", "O", "H", "H", "O", "H", "H", "O", "H", "H", "O", "H", "H", "O", "H", "H", "O", "H", "H", "O", "H", "H", "O", "H", "H", "O", "H", "H", "O", "H", "H", "O", "H", "H", "O", "H", "H", "O", "H", "H", "O", "H", "H", "O", "H", "H", "O", "H", "H", "O", "H", "H", "O", "H", "H", "O", "H", "H", "O", "H", "H", "O", "H", "H", "O", "H", "H"],
  "positions_angstrom": [[0.38978, 2.92678, 0.17774], [0.21304, 2.25408, -0.97831], [-0.95288, 1.31528, -1.17485], [-1.87233, 1.08884, 0.01862], [-1.56553, -0.08335, 0.69554], [-0.74822, -1.24067, -0.39393], [0.89862, -0.79239, 0.44244], [2.16730, -1.35282, -0.17807], [2.52403, -0.70699, -1.50481], [3.92233, 0.91421, -1.34318], [-0.63298, 0.02714, -1.64641], [0.56276, 2.39963, 1.11174], [0.33307, 4.00671, 0.26264], [0.89547, 2.33519, -1.82751], [-1.51391, 1.87804, -1.93130], [-2.00909, 1.96153, 0.65803], [-2.85997, 0.92075, -0.44565], [-1.04744, -2.23560, 0.60635], [-0.14853, -2.27185, -1.18974], [-2.02647, -1.56825, -0.99478], [0.82468, -1.22763, 1.44159], [0.99995, 0.28217, 0.59115], [2.96899, -1.17051, 0.53218], [2.12634, -2.43498, -0.29929], [1.65750, -0.28905, -2.01102], [2.99254, -1.41481, -2.18377], [3.72045, -2.14351, 2.43247], [4.35882, -1.57359, 2.87735], [4.15386, -3.00063, 2.38344], [-1.03885, 4.12856, 2.38231], [-1.63787, 4.70003, 2.88022], [-1.53987, 3.31643, 2.24813], [-5.17252, -0.18474, -0.26037], [-4.39379, -0.47742, 0.23595], [-5.83328, -0.86586, -0.10550], [1.23661, -4.41685, -0.24724], [0.52238, -4.69934, 0.33693], [0.82351, -4.32476, -1.11926], [-3.49999, 6.03270, 2.43203], [-4.33407, 5.79118, 2.84367], [-3.68322, 6.06661, 1.48215], [6.18807, -1.36160, -3.04428], [5.66419, -0.84024, -2.41620], [5.79824, -2.24080, -3.04464], [-1.12667, -2.75396, 3.12548], [-0.44258, -2.15414, 3.43860], [-1.53899, -2.25096, 2.40453], [-0.19504, 5.18839, 5.24570], [0.67710, 5.46026, 5.54531], [-0.12953, 5.14233, 4.28303], [1.99777, 5.83436, 1.04580], [1.27012, 5.39732, 1.50487], [2.24774, 6.57857, 1.60021], [-6.93467, 1.28793, -2.01870], [-6.20258, 0.93679, -1.48544], [-7.67407, 0.69861, -1.85652], [1.14486, -6.04022, 2.01668], [1.66735, -6.81876, 2.23977], [1.77529, -5.31113, 2.03607], [0.57487, -3.72642, -3.00421], [0.13600, -2.87081, -3.09388], [1.43593, -3.63090, -3.42626], [-3.26923, -3.49770, 0.30848], [-2.96205, -4.03932, 1.04333], [-3.94379, -4.02315, -0.13165], [-0.98443, 3.13877, 7.27821], [-1.04760, 3.70097, 6.49036], [-1.05203, 3.74145, 8.02373], [3.46328, 0.19261, 4.49436], [2.75120, -0.13200, 5.06040], [3.05637, 0.23405, 3.62102], [-1.74462, 4.46380, -2.15722], [-0.87713, 4.76608, -1.86926], [-1.70150, 4.46655, -3.12304], [8.29815, -0.47464, -4.69638], [7.65274, -0.85875, -4.07708], [7.82712, -0.43159, -5.53310], [-1.49154, 4.16870, -5.24622], [-2.07967, 4.31911, -5.99713], [-0.92514, 3.43832, -5.51118], [1.52222, -8.93025, 1.97645], [1.77213, -9.59580, 2.62771], [0.79140, -9.32526, 1.48776], [3.81151, -8.11165, 0.06886], [3.07575, -8.42326, 0.60956], [3.39168, -7.80581, -0.74608], [-2.61478, 4.73082, -7.94933], [-1.94447, 5.40365, -8.10728], [-3.35616, 4.97668, -8.51016], [3.37991, -4.47375, -4.60399], [2.78167, -4.40488, -5.35548], [4.00580, -5.15772, -4.86032], [-7.19936, 3.88492, -3.23731], [-6.91494, 3.07283, -2.78647], [-6.93524, 4.59365, -2.64431], [6.75989, 1.84879, -3.28115], [6.05127, 1.84881, -3.93072], [7.41818, 1.23457, -3.63570], [-3.36251, 1.71838, 6.05563], [-2.66674, 2.11417, 6.59664], [-3.05117, 0.83016, 5.85850], [-4.11095, 5.08501, -0.43903], [-4.68997, 5.70145, -0.90189], [-3.51369, 4.77932, -1.14314], [0.46431, -7.82830, 4.73441], [-0.09645, -7.13809, 4.36161], [0.95786, -8.14547, 3.97129], [-4.41715, 6.62388, -2.93559], [-4.48736, 7.00044, -3.81648], [-3.55099, 6.19767, -2.90698], [1.43768, -6.95157, -1.61666], [1.30517, -6.31282, -2.32565], [1.50084, -6.38364, -0.82799], [1.08871, 0.92736, 6.42484], [0.45377, 1.34086, 7.02246], [1.85742, 1.50672, 6.45479]]
}

---

Record 6
{
  "formula": "C7H7AsNO2ReS5",
  "method": "ωB97M-V/def2-TZVPD",
  "fmax_ev_per_a": 0.87,
  "total_charge": 2,
  "e_homo_ev": [-15.52, -15.52],
  "e_above_lowest_ev": 0.116,
  "lumo_ev": [-9.32, -9.32],
  "homo_lumo_gap_ev": [6.201, 6.199],
  "total_energy_ha": -4780.551307,
  "species": ["Re", "S", "C", "C", "C", "C", "C", "N", "H", "H", "H", "H", "S", "As", "S", "S", "S", "C", "O", "C", "O", "H", "H", "H"],
  "positions_angstrom": [[-0.02825, 0.00202, -0.32629], [0.63717, 2.11942, 0.19291], [-1.07245, 2.52435, 0.14411], [-1.74958, 3.69363, 0.32793], [-3.14574, 3.62833, 0.24124], [-3.77446, 2.42186, -0.01904], [-3.00880, 1.28196, -0.20213], [-1.67533, 1.34895, -0.12617], [-1.22582, 4.61668, 0.53362], [-3.73343, 4.52592, 0.38274], [-4.85084, 2.35683, -0.08331], [-3.46086, 0.32337, -0.41207], [4.17725, -1.90085, 1.44065], [4.39592, -3.03635, -0.19092], [2.34044, -0.46031, -0.83661], [1.62479, -0.74839, 1.02838], [2.75466, -2.23841, -1.70598], [-2.77746, -3.25800, 0.36095], [-2.40216, -1.83776, 0.59383], [-1.29385, -1.44141, 0.14871], [-0.41614, -2.01320, -0.55705], [-1.96095, -3.89182, 0.69264], [-2.98102, -3.38648, -0.69807], [-3.66620, -3.40724, 0.96052]]
}

---

Record 7
{
  "formula": "C7H7Br",
  "method": "ωB97M-V/def2-TZVPD",
  "fmax_ev_per_a": 3.07,
  "e_homo_ev": [-7.69, -7.73],
  "e_above_lowest_ev": 7.704,
  "lumo_ev": [-0.74, -0.96],
  "homo_lumo_gap_ev": [6.957, 6.769],
  "total_energy_ha": -2844.586902,
  "species": ["C", "C", "C", "C", "C", "C", "C", "Br", "H", "H", "H", "H", "H", "H", "H"],
  "positions_angstrom": [[-2.89535, 1.79491, -1.50934], [-2.58073, 1.12637, -0.54459], [0.08611, -0.16895, -0.09785], [-2.22106, 0.48409, 0.61677], [0.76004, -1.44377, 0.30502], [1.29837, 0.65601, 0.18598], [2.14113, -0.68577, 0.13284], [-3.03809, -0.98533, 1.29427], [-3.16911, 2.39498, -2.33690], [0.60248, -1.47969, 1.33873], [0.67687, -2.46170, -0.03368], [1.41330, 1.45071, -0.59547], [1.47970, 1.03782, 1.23064], [2.85938, -0.76936, 0.92142], [2.58695, -0.95032, -0.90787]]
}

---

Record 8
{
  "formula": "C7H7BrN3OS",
  "method": "ωB97M-V/def2-TZVPD",
  "fmax_ev_per_a": 6.72,
  "total_charge": 1,
  "e_homo_ev": [-13.44, -13.44],
  "e_above_lowest_ev": 4.922,
  "lumo_ev": [-6.56, -6.56],
  "homo_lumo_gap_ev": [6.887, 6.888],
  "total_energy_ha": -3482.168105,
  "species": ["C", "C", "C", "C", "C", "C", "C", "N", "N", "N", "O", "S", "Br", "H", "H", "H", "H", "H", "H", "H"],
  "positions_angstrom": [[-1.36683, 1.82944, -1.01553], [2.36510, -0.85129, -1.15980], [0.97969, -0.85325, -1.21148], [2.06625, 0.27422, 0.99212], [2.90494, -0.18958, -0.07031], [0.28117, -0.43317, -0.14409], [-2.06460, -0.16828, 1.63158], [-0.71765, 2.77318, -0.84195], [0.73460, 0.10982, 0.96023], [-2.00242, 0.72871, -1.06923], [-2.14313, -1.74136, -0.49304], [-1.53752, -0.53403, -0.03958], [4.74542, 0.11272, 0.23295], [2.90901, -1.12547, -2.12187], [0.63898, -1.12278, -2.20426], [2.39829, 0.79707, 1.88804], [-2.38247, 0.89591, 1.75220], [-1.22134, -0.48602, 2.28167], [-2.88063, -0.81854, 1.84455], [-3.70688, 0.80270, -1.21219]]
}

---

Record 9
{
  "formula": "C7H7Cl2N2O4",
  "method": "ωB97M-V/def2-TZVPD",
  "fmax_ev_per_a": 5.27,
  "total_charge": -1,
  "e_homo_ev": [-4.67, -5.30],
  "s_squared": 2.014,
  "lumo_ev": [2.73, -0.35],
  "homo_lumo_gap_ev": [7.403, 4.950],
  "multiplicity": 3,
  "total_energy_ha": -1601.715571,
  "species": ["C", "C", "C", "C", "C", "C", "C", "N", "N", "O", "O", "O", "O", "Cl", "Cl", "H", "H", "H", "H", "H", "H", "H"],
  "positions_angstrom": [[1.15335, -0.09219, -1.35616], [1.89848, 0.38813, -0.30858], [-1.10648, -2.68724, -1.59227], [0.31874, 2.02337, 2.49850], [-0.17881, -0.37029, 0.43249], [-0.95615, -1.12075, -1.89863], [1.15991, 0.60380, 2.08233], [-0.10360, -0.49735, -0.96590], [1.08265, 0.20691, 0.75489], [-0.83879, -3.00743, -0.40843], [-0.69922, 2.17322, 1.86398], [-1.37139, -3.27521, -2.61792], [0.76739, 2.49530, 3.52286], [1.66899, -0.07841, -3.01720], [-0.68738, 3.02129, -0.90102], [-1.05778, 0.31097, 0.55995], [-0.44993, -1.38030, 0.72080], [-2.05172, -0.68006, -1.86037], [-0.52595, -1.12628, -3.00119], [0.51815, -0.21811, 2.57827], [2.11255, 0.78264, 2.51870], [-0.65302, 2.52800, 0.39490]]
}

---

Record 10
{
  "formula": "C7H7ClFO4S",
  "method": "ωB97M-V/def2-TZVPD",
  "fmax_ev_per_a": 8.22,
  "total_charge": -1,
  "e_homo_ev": [-2.60, -5.67],
  "s_squared": 2.014,
  "lumo_ev": [3.42, 1.11],
  "homo_lumo_gap_ev": [6.028, 6.782],
  "multiplicity": 3,
  "total_energy_ha": -1530.066167,
  "species": ["C", "C", "C", "C", "C", "C", "C", "O", "O", "O", "O", "F", "S", "Cl", "H", "H", "H", "H", "H", "H", "H"],
  "positions_angstrom": [[-2.14721, -0.49983, 0.33356], [-1.50769, 0.52923, 1.03642], [-1.43702, -1.44082, -0.27640], [-0.19227, 0.60381, 1.19382], [0.00691, -1.31869, -0.38839], [0.64133, -0.44118, 0.72965], [2.30452, 0.99921, -0.04198], [1.46828, -0.64646, -2.51251], [-1.00450, -1.05607, -2.81676], [-0.21421, 0.94611, -1.72233], [1.97756, -0.21071, 0.65287], [0.30788, 1.48123, 2.04965], [0.10253, -0.44194, -2.01005], [0.38190, -1.69954, 2.25748], [-3.15441, -0.58942, 0.16688], [-2.13634, 1.40081, 1.37417], [-1.87980, -2.23655, -0.83191], [0.52881, -2.30268, -0.45167], [3.39371, 1.02136, -0.13164], [1.95903, 1.79739, 0.62413], [1.85530, 1.01972, -0.97696]]
}